# 1
C31H76Cl8N4O17P3 as an isolated structure at a distorted geometry, computed with ωB97M-V/def2-TZVPD.

Each line ends with the Löwdin charge.
Cartesian coordinates (Å):
C -3.716 -23.949 14.791  -0.089
C -4.547 -25.210 14.542  -0.445
O -4.421 -25.683 13.245  -0.341
H -2.660 -24.063 14.553  0.072
H -3.741 -23.726 15.868  0.033
H -4.184 -23.044 14.394  0.066
H -5.582 -24.998 14.866  0.071
H -4.214 -25.924 15.320  0.004
C 0.498 -22.387 14.588  0.004
C 1.008 -23.782 14.755  -0.549
O 1.429 -24.338 13.738  0.016
N 1.069 -24.317 15.972  0.024
C 1.396 -25.699 16.255  -0.076
H 1.308 -21.675 14.434  0.109
H -0.100 -22.038 15.435  0.040
H -0.153 -22.355 13.716  0.061
H 0.654 -23.776 16.717  0.078
H 0.645 -26.292 16.766  0.054
H 2.343 -25.643 16.802  0.082
H 1.700 -26.141 15.307  0.074
C -6.520 -26.103 9.840  0.014
C -7.572 -26.062 10.957  -0.537
O -8.701 -26.438 10.658  0.047
N -7.229 -25.540 12.151  -0.029
C -8.257 -25.316 13.136  -0.112
H -6.963 -25.445 9.095  0.096
H -6.419 -27.119 9.464  0.068
H -5.523 -25.797 10.159  0.071
H -6.240 -25.627 12.388  0.080
H -9.248 -25.179 12.708  0.120
H -8.090 -24.503 13.842  0.103
H -8.396 -26.208 13.761  0.054
C -4.571 -22.951 11.082  0.000
C -3.081 -23.150 10.991  -0.547
O -2.461 -22.733 10.009  0.010
N -2.487 -23.840 11.990  0.022
C -1.131 -24.350 11.851  -0.054
H -4.996 -22.873 10.088  0.087
H -4.787 -22.069 11.685  0.042
H -4.981 -23.819 11.606  0.056
H -3.200 -24.191 12.624  0.061
H -0.506 -23.498 12.104  0.065
H -0.911 -24.795 10.879  0.086
H -0.977 -25.204 12.510  0.069
C -5.537 -21.168 16.200  0.008
C -4.552 -20.030 16.333  -0.477
O -3.438 -20.206 15.837  -0.275
N -4.957 -18.894 16.908  0.047
C -4.046 -17.748 17.011  -0.027
H -5.318 -21.771 15.323  0.022
H -6.565 -20.821 16.063  0.093
H -5.560 -21.787 17.098  0.090
H -5.879 -18.768 17.284  0.140
H -3.085 -18.015 16.591  0.065
H -3.991 -17.471 18.065  0.087
H -4.540 -16.925 16.495  0.089
C -6.715 -22.025 13.713  -0.097
O -7.925 -21.743 12.954  -0.202
P -7.842 -20.971 11.565  0.385
O -7.457 -21.801 10.430  -0.208
O -9.345 -20.448 11.451  -0.203
C -9.972 -19.649 12.443  -0.114
O -6.913 -19.693 11.904  -0.231
C -5.846 -19.358 11.016  -0.110
H -6.504 -23.038 13.359  0.077
H -6.868 -22.190 14.780  0.055
H -5.949 -21.282 13.519  0.051
H -10.415 -18.769 11.974  0.084
H -9.347 -19.255 13.244  0.084
H -10.794 -20.238 12.849  0.089
H -5.867 -18.273 10.908  0.089
H -5.979 -19.742 10.003  0.089
H -4.902 -19.738 11.398  0.023
C -10.754 -24.458 18.234  -0.112
O -9.455 -24.571 17.671  -0.225
P -8.465 -25.761 18.142  0.399
O -8.000 -25.680 19.535  -0.229
O -7.312 -25.715 17.031  -0.236
C -6.348 -24.688 17.069  -0.115
O -9.251 -27.103 17.793  -0.193
C -9.822 -27.269 16.494  -0.109
H -11.026 -23.434 18.475  0.086
H -10.854 -25.112 19.103  0.089
H -11.529 -24.837 17.563  0.082
H -5.403 -25.119 17.415  0.090
H -6.507 -23.882 17.789  0.088
H -6.216 -24.321 16.051  0.055
H -9.717 -28.295 16.142  0.090
H -9.324 -26.622 15.773  0.063
H -10.896 -27.101 16.388  0.086
C -0.553 -19.338 17.908  -0.082
O -0.673 -20.166 19.076  -0.197
P -0.685 -21.750 18.890  0.426
O 0.397 -22.195 18.008  -0.204
O -0.708 -22.304 20.403  -0.193
C -1.505 -21.690 21.390  -0.122
O -2.165 -22.030 18.338  -0.209
C -2.491 -23.261 17.688  -0.086
H -0.455 -19.829 16.938  0.024
H 0.391 -18.821 18.082  0.108
H -1.346 -18.613 17.742  0.081
H -2.140 -22.379 21.951  0.091
H -2.226 -20.963 21.009  0.085
H -0.870 -21.203 22.131  0.091
H -3.526 -23.469 17.951  0.091
H -1.887 -24.092 18.063  0.094
H -2.308 -23.170 16.617  0.063
Cl -6.547 -28.019 15.113  0.610
C -7.048 -27.273 13.537  -0.615
C -5.888 -27.437 12.572  -0.707
Cl -5.708 -29.121 12.095  0.588
H -7.380 -26.248 13.691  -0.060
H -7.888 -27.875 13.195  0.094
H -4.967 -27.099 13.044  0.000
H -6.021 -26.775 11.716  0.013
Cl -1.074 -27.875 14.909  0.572
C -2.417 -26.674 14.891  -0.607
C -2.935 -26.480 16.324  -0.687
Cl -3.605 -28.001 16.933  0.591
H -3.129 -27.066 14.171  0.062
H -2.055 -25.708 14.539  0.053
H -3.703 -25.715 16.375  0.012
H -2.037 -26.302 16.913  0.052
Cl -1.471 -29.764 11.570  0.518
C -1.439 -28.143 10.807  -0.635
C -2.882 -27.662 10.634  -0.675
Cl -3.785 -28.631 9.458  0.548
H -0.946 -28.202 9.836  0.064
H -0.766 -27.476 11.343  0.057
H -2.842 -26.629 10.281  0.069
H -3.467 -27.573 11.549  0.028
Cl -0.574 -18.712 14.082  0.624
C -1.251 -19.892 15.182  -0.694
C -2.299 -20.771 14.516  -0.681
Cl -3.508 -19.917 13.562  0.791
H -1.735 -19.380 16.019  0.016
H -0.530 -20.494 15.735  0.029
H -2.749 -21.465 15.228  0.068
H -1.808 -21.455 13.820  0.047

2S+1 ... 1
Total charge ... -1
Highest occupied orbital energy ... -5.1784 eV
Orbital gap ... 6.55 eV
M ... 1153.5 g/mol
Electronic energy ... -7430.3782 Ha

***

# 2
C7H22N4O7Ti as an isolated structure at a distorted geometry, computed with ωB97M-V/def2-TZVPD.

Each line ends with the Löwdin spin population.
Cartesian coordinates (Å):
O -0.492 4.002 1.459  0.000
H 0.479 4.071 1.267  0.000
Ti 0.350 -0.016 0.058  0.947
N -0.828 -0.529 -1.558  0.234
N 1.277 -1.633 -0.765  0.217
O -2.146 -0.116 -1.980  0.050
O 2.661 -2.017 -0.496  0.048
C -0.280 -1.413 -2.436  0.167
C 0.924 -1.976 -2.025  0.179
C -0.921 -1.776 -3.726  0.024
C 1.763 -2.861 -2.870  0.026
H -1.687 -1.071 -4.011  0.000
H -1.376 -2.772 -3.704  0.009
H -0.198 -1.831 -4.553  0.005
H 2.498 -3.387 -2.279  0.000
H 2.293 -2.338 -3.677  0.009
H 1.146 -3.608 -3.390  0.006
H -2.299 0.727 -1.498  0.001
H 2.819 -1.637 0.392  0.000
O -0.807 -2.314 1.114  0.017
H -1.467 -1.877 0.532  0.002
H -0.152 -2.498 0.389  0.003
C 1.467 1.498 -0.586  -0.012
H 1.207 2.536 -0.414  -0.001
H 1.394 1.096 -1.628  0.004
H 2.332 1.125 0.003  0.000
O -2.583 3.054 -0.803  0.001
H -2.309 3.875 -0.333  0.000
H -1.819 2.973 -1.386  0.000
C 0.374 1.077 5.056  0.000
O 1.018 0.394 3.943  0.000
C 0.406 0.290 2.795  0.007
O 1.013 -0.304 1.822  0.028
N -0.785 0.843 2.584  0.011
N -1.253 0.870 1.208  0.014
H -0.584 0.598 5.311  0.000
H 0.214 2.147 4.841  0.000
H 1.088 0.951 5.870  0.000
H -1.129 1.540 3.263  0.000
H -2.193 0.446 1.251  0.002
H -1.417 1.865 0.959  0.001

2S+1 ... 3
<S²> ... 2.010
Total charge ... 0
Highest occupied orbital energy (spin up / spin down) ... -6.7858 / -6.7853 eV
Orbital gap (spin up / spin down) ... 6.89 / 5.98 eV
Relative energy (zero: lowest compared OMol25 entry of this formula, charge and spin) ... 158.6 kJ/mol
M ... 322.1 g/mol
Electronic energy ... -1874.9048 Ha